C4H7NSi | wB97M-V/def2-TZVPD

Last column: natural (NBO) charge in e.
Element x y z (Å)
C: -2.35 1.18 -1.60  -0.251
C: -1.69 0.15 -1.37  -0.060
C: -0.99 -1.00 -1.01  -0.672
C: 1.29 0.38 0.90  -0.370
N: 1.20 -0.20 2.08  -0.751
Si: 0.84 -0.60 -0.73  0.975
H: -3.09 1.96 -1.78  0.243
H: -1.59 -1.29 -0.18  0.225
H: 1.06 1.48 1.05  0.195
H: 1.30 -1.12 2.36  0.395
H: 1.12 0.56 2.85  0.389
H: 1.81 -1.83 -0.67  -0.168
H: 1.08 0.32 -1.91  -0.150

As for the relative energy (zero: lowest compared OMol25 entry of this formula, charge and spin): 2.985 eV. The value obtained for the total energy is -500.64918 Eh. The value obtained for the frontier orbital gap (spin up / spin down) is 8.69 / 5.46 eV. Its HOMO energy (spin up / spin down) is -8.1 / -6.5 eV.

***

H9OPSi3 | wB97M-V/def2-TZVPD

Last column: natural (NBO) charge in e.
Element x y z (Å)
Si: 1.06 1.19 2.78  1.273
O: 0.37 0.93 1.32  -1.292
Si: -0.20 1.08 -0.18  1.281
P: -1.08 -0.09 -2.46  -0.291
Si: -0.38 -2.14 -2.20  0.510
H: 1.78 2.42 2.80  -0.208
H: 1.94 0.11 2.95  -0.211
H: -0.18 1.18 3.68  -0.192
H: 0.76 2.21 -0.82  -0.197
H: -1.49 1.55 0.06  -0.241
H: -2.09 -0.40 -1.64  -0.014
H: 0.35 -2.06 -0.92  -0.171
H: 0.71 -2.67 -3.28  -0.127
H: -1.53 -3.31 -2.08  -0.121

As for the relative energy (zero: lowest compared OMol25 entry of this formula, charge and spin): 1.154 eV. The value obtained for the total energy is -1290.40370 Eh. The value obtained for the frontier orbital gap is 8.26 eV. The SMILES is [SiH3]O[SiH2]P[SiH3]. Its HOMO energy is -8.9 eV.

***

C30H29CeIN3P | wB97M-V/def2-TZVPD

Last column: Mulliken charge in e.
Element x y z (Å)
C: -5.51 0.10 2.92  -0.506
C: -4.90 0.50 4.26  -0.840
H: -6.17 0.88 2.54  0.288
H: -6.10 -0.81 3.01  0.309
H: -4.74 -0.07 2.16  -0.064
H: -4.18 1.31 4.15  0.210
H: -5.67 0.83 4.96  0.312
H: -4.38 -0.34 4.72  0.267
C: -1.62 2.87 -2.72  0.111
C: -1.43 3.66 -3.85  -0.855
C: -0.44 4.64 -3.81  -0.498
C: 0.36 4.84 -2.69  -0.678
H: -2.36 2.07 -2.61  0.260
H: -2.06 3.49 -4.68  0.476
H: -0.27 5.28 -4.68  0.448
H: 1.13 5.58 -2.63  0.466
N: -0.83 3.09 -1.62  -0.113
C: 0.16 4.04 -1.57  0.706
C: 0.94 4.16 -0.35  0.768
N: 0.67 3.36 0.71  -0.193
C: 1.27 3.27 1.91  0.010
C: 2.62 5.06 1.08  -0.485
C: 2.29 4.18 2.12  -0.898
H: 0.90 2.52 2.63  0.491
H: 2.77 4.16 3.05  0.499
C: 1.96 5.06 -0.14  -0.598
H: 2.18 5.71 -0.94  0.531
H: 3.42 5.79 1.23  0.441
Ce: -0.83 1.63 0.32  0.963
I: -3.18 0.19 -0.48  -0.132
N: 0.42 0.22 -0.48  -0.328
P: 0.68 -1.34 -0.39  1.087
C: 2.09 -1.86 -1.46  0.706
C: 1.96 -2.82 -2.49  -0.190
C: 3.02 -3.08 -3.39  -0.752
C: 4.22 -2.36 -3.29  -0.450
C: 4.36 -1.38 -2.29  -0.789
C: 3.30 -1.13 -1.39  -0.333
C: 1.05 -1.66 1.42  0.289
C: 2.15 -1.01 2.02  -0.156
C: 2.43 -1.15 3.40  -0.898
C: 1.58 -1.93 4.21  -0.445
C: 0.46 -2.54 3.65  -0.816
C: 0.18 -2.39 2.27  -0.129
C: -0.60 -2.64 -0.84  0.385
C: -0.44 -3.97 -0.40  -0.101
C: -1.36 -4.99 -0.71  -0.848
C: -2.47 -4.73 -1.50  -0.452
C: -2.66 -3.43 -2.02  -0.898
C: -1.70 -2.42 -1.72  -1.081
H: 1.04 -3.38 -2.60  0.308
H: 2.89 -3.83 -4.16  0.418
H: 5.02 -2.55 -4.00  0.402
H: 5.29 -0.82 -2.22  0.402
H: 3.44 -0.34 -0.65  0.155
H: 2.82 -0.38 1.43  0.152
H: 3.30 -0.66 3.84  0.456
H: 1.80 -2.05 5.27  0.432
H: -0.20 -3.15 4.26  0.434
H: -0.70 -2.87 1.87  0.531
H: 0.41 -4.23 0.22  0.598
H: -1.20 -6.00 -0.32  0.406
H: -3.19 -5.51 -1.74  0.419
H: -3.50 -3.22 -2.65  0.469
H: -1.86 -1.43 -2.18  0.923

The value obtained for the total energy is -2438.52546 Eh. The value obtained for the frontier orbital gap (spin up / spin down) is 6.17 / 6.17 eV. As for the net charge: +2. Its HOMO energy (spin up / spin down) is -13.7 / -13.7 eV.

***

C5H36N2O12 | wB97M-V/def2-TZVPD

Last column: natural (NBO) charge in e.
Element x y z (Å)
C: -2.28 -2.34 2.07  -0.078
O: -2.61 -1.04 2.64  -0.770
C: -1.45 -2.06 0.78  -0.061
C: -0.12 -2.76 0.82  -0.452
C: 0.59 -2.52 -0.49  -0.471
C: 1.59 -1.53 -0.51  -0.394
N: 2.25 -1.25 -1.86  -0.732
N: -1.14 -0.60 0.74  -0.718
H: -1.86 -2.90 2.92  0.191
H: -3.22 -2.87 1.87  0.180
H: -2.91 -1.13 3.55  0.490
H: -2.09 -2.34 -0.06  0.222
H: -0.23 -3.84 1.03  0.229
H: 0.51 -2.43 1.66  0.221
H: 0.29 -3.09 -1.35  0.203
H: 2.20 -1.12 0.27  0.200
H: 3.23 -1.52 -1.82  0.406
H: 2.19 -0.24 -1.96  0.447
H: 1.78 -1.69 -2.66  0.437
H: -0.72 -0.41 1.66  0.473
H: -1.87 0.10 0.66  0.429
H: -0.46 -0.42 -0.01  0.464
H: -0.84 2.69 -0.42  0.498
H: 0.66 2.60 0.04  0.501
O: 0.04 2.43 -0.72  -1.009
H: -0.04 -1.43 -4.00  0.493
H: -0.03 -3.06 -4.05  0.502
O: 0.21 -2.26 -3.59  -0.973
H: -4.78 -0.76 -1.83  0.465
H: -5.00 -0.14 -0.49  0.478
O: -4.48 -0.82 -0.92  -0.940
H: 2.52 3.80 -1.62  0.491
H: 2.94 2.41 -1.93  0.511
O: 3.15 3.14 -1.31  -0.956
H: 0.76 1.74 1.76  0.508
H: -0.85 1.81 2.01  0.507
O: -0.03 1.31 2.14  -1.023
H: 1.07 1.57 -1.74  0.518
H: 1.07 1.38 -3.22  0.495
O: 1.61 1.15 -2.46  -0.990
H: -2.91 3.07 2.16  0.497
H: -1.91 3.98 1.55  0.490
O: -2.14 3.04 1.56  -0.966
H: 4.95 -0.14 0.20  0.484
H: 4.27 1.08 -0.38  0.474
O: 4.42 0.15 -0.55  -0.954
H: 1.28 -0.07 4.96  0.474
H: 0.64 0.41 3.57  0.494
O: 0.72 -0.30 4.22  -0.984
H: 2.62 2.86 0.18  0.517
H: 2.33 3.35 1.70  0.502
O: 2.04 2.77 0.99  -1.023
H: -2.87 0.81 -2.83  0.473
H: -2.78 -0.71 -2.45  0.482
O: -2.30 0.12 -2.49  -0.953

As for the relative energy (zero: lowest compared OMol25 entry of this formula, charge and spin): 0.269 eV. As for the spin multiplicity: 2. The value obtained for the total energy is -1224.16483 Eh. The value obtained for the frontier orbital gap (spin up / spin down) is 3.27 / 7.42 eV. As for the net charge: +1. Its HOMO energy (spin up / spin down) is -5.9 / -10.0 eV.

***

> What is the formula in the second record?

H9OPSi3

***

> What is the formula in the third record?

C30H29CeIN3P

***

> The highest total energy belongs to which entry?

C4H7NSi

***

> Which value of total energy does entry 2 give?

-1290.40370 Eh